{"formula": "C48H108ClN6", "method": "ωB97M-V/def2-TZVPD", "largest_force_ev_per_a": 9.8, "total_energy_ev": -72914.3677, "homo_ev": -12.33, "total_charge": 5, "species": ["C", "C", "C", "N", "C", "C", "C", "C", "C", "H", "H", "H", "H", "H", "H", "H", "H", "H", "H", "H", "H", "H", "H", "H", "H", "H", "H", "C", "C", "C", "N", "C", "C", "C", "C", "C", "H", "H", "H", "H", "H", "H", "H", "H", "H", "H", "H", "H", "H", "H", "H", "H", "H", "H", "C", "C", "C", "N", "C", "C", "C", "C", "C", "H", "H", "H", "H", "H", "H", "H", "H", "H", "H", "H", "H", "H", "H", "H", "H", "H", "H", "C", "C", "C", "N", "C", "C", "C", "C", "C", "H", "H", "H", "H", "H", "H", "H", "H", "H", "H", "H", "H", "H", "H", "H", "H", "H", "H", "C", "C", "C", "N", "C", "C", "C", "C", "C", "H", "H", "H", "H", "H", "H", "H", "H", "H", "H", "H", "H", "H", "H", "H", "H", "H", "H", "C", "C", "C", "N", "C", "C", "C", "C", "C", "H", "H", "H", "H", "H", "H", "H", "H", "H", "H", "H", "H", "H", "H", "H", "H", "H", "H", "Cl"], "positions_angstrom": [[-10.03423, 0.20539, -6.17365], [-10.73634, -0.61944, -7.09282], [-8.28103, 4.75712, -7.84228], [-7.37815, 3.82495, -7.67769], [-6.36817, 3.25139, -8.56605], [-6.40490, 6.77033, -4.92872], [-6.62427, 5.26077, -5.12760], [-5.99414, 4.19502, -5.81145], [-7.18392, 3.35384, -6.30916], [1.53751, -2.88030, -2.64704], [-10.54224, 1.01737, -5.72799], [-9.11136, -0.16930, -5.84628], [-11.56456, -0.35046, -7.53540], [-10.06008, -1.50574, -7.35349], [-8.95509, 4.93765, -7.03941], [-8.33442, 5.29871, -8.79639], [-6.51648, 3.51360, -9.58296], [-6.42589, 2.19046, -8.41873], [-5.40049, 3.67659, -8.24207], [-5.81943, 7.33346, -5.65490], [-7.29193, 7.24725, -4.51500], [-5.73572, 6.91627, -4.07690], [-7.32110, 4.93695, -4.26228], [-5.23939, 4.62817, -6.52173], [-5.24246, 3.57302, -5.14443], [-6.85411, 2.29491, -6.36127], [-8.09842, 3.44497, -5.72048], [5.98204, 6.36081, -2.12610], [4.57512, 6.13237, -2.60620], [4.00668, 5.03510, -1.69772], [2.59559, 4.56377, -2.02404], [1.65807, 5.62521, -1.86735], [2.21402, 3.41239, -1.11166], [2.19053, 2.17567, -1.94961], [2.97514, 2.53581, -3.23068], [2.59900, 3.95996, -3.44201], [6.12337, 6.80490, -1.14363], [6.50805, 6.98192, -2.83121], [6.46804, 5.36436, -2.07467], [4.63186, 5.92863, -3.66858], [4.12126, 7.10180, -2.43289], [4.03039, 5.44743, -0.68243], [4.65804, 4.14248, -1.67971], [1.94392, 6.21726, -0.97520], [0.60756, 5.30523, -1.81283], [1.74432, 6.34393, -2.74419], [1.26707, 3.68318, -0.60678], [3.00612, 3.35505, -0.38472], [1.17678, 1.86715, -2.15705], [2.66536, 1.32238, -1.49698], [2.70481, 1.85456, -4.00699], [4.07052, 2.41493, -3.04260], [1.52148, 4.02413, -3.83317], [3.11335, 4.58933, -4.13596], [-2.27873, -5.93704, -3.12449], [-2.28950, -5.73622, -1.58457], [-3.70633, -5.51253, -1.16914], [-3.96959, -5.67420, 0.31630], [-2.89691, -4.95623, 1.02732], [-3.96675, -7.19396, 0.61606], [-4.91488, -7.38579, 1.79714], [-5.75389, -6.07833, 1.91195], [-5.35036, -5.28132, 0.67449], [-2.75530, -6.92188, -3.39180], [-1.20449, -6.00460, -3.50851], [-2.82862, -5.15260, -3.59566], [-1.58436, -4.91179, -1.31359], [-1.85002, -6.55346, -0.97610], [-4.36704, -6.27345, -1.68508], [-4.16460, -4.55403, -1.43082], [-3.02125, -5.07240, 2.11021], [-3.05919, -3.87445, 0.75563], [-1.96460, -5.29593, 0.63958], [-2.98800, -7.57994, 0.73812], [-4.37666, -7.68338, -0.20757], [-4.47412, -7.48887, 2.81638], [-5.62881, -8.18732, 1.68832], [-5.50039, -5.49386, 2.81332], [-6.82695, -6.10524, 1.95448], [-5.43500, -4.22615, 0.81550], [-5.92915, -5.46117, -0.18709], [6.09232, -2.25625, -2.38805], [5.10167, -3.43893, -2.44898], [5.36811, -4.15127, -3.67429], [4.49219, -5.23168, -4.06715], [3.16898, -4.60148, -4.40162], [5.10112, -6.10875, -5.19349], [4.55138, -7.47004, -4.85325], [3.49451, -7.30358, -3.75167], [4.16502, -6.23321, -2.93280], [7.08592, -2.41183, -2.80901], [6.10376, -1.80777, -1.37552], [5.60573, -1.49123, -3.00462], [4.01760, -2.82087, -2.45458], [4.91968, -4.01819, -1.55242], [6.43044, -4.47049, -3.52332], [5.47839, -3.40657, -4.49870], [2.58985, -5.18093, -5.12926], [3.47306, -3.62488, -4.83550], [2.60528, -4.37075, -3.46559], [4.66471, -5.70631, -6.15411], [6.17897, -5.93404, -5.15780], [4.15266, -8.01512, -5.68055], [5.35705, -8.04043, -4.44973], [2.49854, -7.10150, -4.08045], [3.44687, -8.17237, -3.11741], [3.55159, -5.75798, -2.14947], [5.14157, -6.59790, -2.54340], [3.98910, -1.29520, 3.55543], [5.49591, -1.07805, 3.85603], [5.64263, -0.67763, 5.27681], [7.07336, -0.42626, 5.68998], [7.60146, 0.85520, 5.00554], [8.05675, -1.57574, 5.26036], [9.17606, -1.35313, 6.24177], [8.59876, -0.62529, 7.48154], [7.11631, -0.48546, 7.18119], [3.80077, -1.78582, 2.63679], [3.38741, -0.37228, 3.66843], [3.56485, -2.06084, 4.19003], [5.88665, -0.33008, 3.21006], [6.05168, -2.01419, 3.70515], [5.28399, -1.47758, 5.93110], [5.08958, 0.29597, 5.40221], [8.56314, 1.22639, 5.40877], [6.81357, 1.57005, 5.23122], [7.66816, 0.79939, 3.92747], [8.29202, -1.42783, 4.24017], [7.46271, -2.48438, 5.35011], [9.95836, -0.76428, 5.81500], [9.65336, -2.24214, 6.54258], [9.05949, 0.33051, 7.66969], [8.67783, -1.14918, 8.44020], [6.73903, 0.44803, 7.55356], [6.53181, -1.36875, 7.44330], [-2.71651, 6.19812, 6.80643], [-3.07739, 5.92388, 8.02016], [-4.40670, 5.45808, 8.13372], [-4.74764, 4.19571, 9.29781], [-5.05073, 4.93012, 10.71994], [-6.02026, 3.49192, 8.79991], [-5.20533, 2.77257, 7.62137], [-4.04196, 2.35752, 8.24338], [-3.78721, 3.14098, 9.36716], [-3.40568, 5.88636, 6.01176], [-1.85186, 6.74514, 6.33894], [-3.56949, 5.52596, -3.78803], [10.17627, -1.53659, -4.44265], [-2.60300, 6.44141, 8.89842], [-4.93848, 5.31848, 7.26329], [-4.90991, 6.01761, 8.81769], [-5.18437, 5.98772, 10.53261], [-4.23581, 4.72208, 11.42869], [-6.02385, 4.48032, 11.10714], [-6.34271, 2.73318, 9.51416], [-6.86446, 4.23424, 8.76854], [-5.96156, 1.86318, 7.44135], [-5.17813, 3.79812, 7.09128], [-3.47688, 1.57973, 7.78219], [-8.73181, 1.12866, -4.33799], [-2.90890, 3.33413, 9.87241], [2.43859, 1.64328, 4.12819], [2.46189, -2.23557, -1.41887]], "atomic_forces_ev_per_a": [[-3.73, -3.24, -3.64], [8.68, 0.15, 4.54], [2.11, -1.54, -1.72], [-2.13, 1.34, 0.57], [0.40, 1.14, 0.25], [0.49, -0.91, 0.00], [0.15, 3.15, 5.73], [2.70, -0.92, 0.41], [1.39, -1.74, -0.87], [2.56, 1.97, 3.53], [-0.02, 1.01, 0.39], [1.07, -0.06, 0.66], [-4.41, 0.90, -2.13], [-1.81, 1.08, -0.21], [-0.36, 0.32, 0.50], [-0.15, -0.36, 0.40], [-0.37, 0.25, -0.88], [0.18, -0.47, -0.10], [-0.39, -0.59, -0.26], [-0.56, -0.13, -0.61], [-0.37, 0.09, -0.78], [-0.10, -0.62, 0.16], [0.75, 0.20, -1.71], [-0.97, -0.64, -0.05], [-2.05, 1.07, -0.90], [-0.69, 0.56, 0.15], [0.26, -0.09, 0.03], [1.35, -1.25, 0.10], [0.06, 0.32, 1.00], [0.27, 0.28, -0.38], [1.11, -1.45, -0.77], [-0.92, 3.46, -0.84], [0.03, 0.53, 0.83], [0.19, -0.57, -0.79], [0.93, -0.39, 1.17], [-2.80, 0.48, -0.26], [-0.49, 0.11, 0.11], [0.34, 0.14, -0.21], [0.26, 0.62, -0.16], [-0.33, -0.27, -0.09], [-0.88, -0.05, -0.27], [-0.42, -0.28, -0.05], [-0.36, 0.37, -0.27], [-0.45, -0.43, -0.34], [0.53, -0.15, -0.02], [-0.09, -0.88, 1.03], [0.61, -0.36, -0.30], [0.07, 0.01, 0.53], [-0.34, 0.04, -0.36], [0.14, -0.19, 0.56], [-0.12, -0.10, -0.80], [-0.76, 0.13, -0.21], [1.24, -0.18, 0.86], [0.86, 0.20, -0.05], [1.58, -2.10, 0.55], [1.41, 0.37, -0.26], [-2.02, -0.44, -0.16], [0.74, -1.91, -0.91], [-1.40, 1.72, 0.56], [-0.74, 0.98, 1.72], [-0.78, 0.88, 1.99], [1.01, 1.15, -0.28], [0.01, 0.40, 0.88], [0.37, 1.00, 0.23], [-1.52, 0.31, 0.41], [-0.17, 0.58, -0.47], [-0.87, -0.12, -0.37], [-0.37, -0.18, -0.87], [0.72, 0.75, 0.61], [0.56, 0.16, -0.13], [0.22, -0.09, -0.31], [0.44, -0.97, 0.42], [0.62, -0.18, 0.33], [1.05, -0.01, 0.36], [-0.71, -0.53, -1.56], [0.26, -0.35, -1.08], [0.27, -0.58, -0.37], [0.21, -0.33, -0.32], [-0.49, -0.76, -0.14], [0.36, 0.86, 0.20], [-0.92, -0.75, -0.96], [-1.04, 0.63, 0.62], [-3.83, 3.71, 1.16], [3.35, 0.40, -1.03], [-1.00, -0.56, 1.00], [0.24, 1.34, -0.62], [-1.82, 1.72, -0.69], [-0.33, -0.63, 0.10], [1.46, -0.60, 0.78], [0.44, 0.55, -0.43], [0.07, -0.26, 0.39], [0.42, -0.42, -0.49], [0.43, 0.10, -0.09], [3.48, -2.24, -0.77], [0.87, -0.42, 0.21], [-0.78, -0.74, -0.55], [-0.39, -0.70, 0.25], [0.24, 0.11, 0.39], [-0.71, -0.60, -0.07], [0.51, -0.58, -0.83], [0.75, -0.33, 0.93], [-0.25, -0.40, -0.07], [-0.05, -0.19, -0.75], [0.51, -0.70, 0.29], [-0.53, 0.39, -0.27], [-0.12, -0.64, -0.04], [0.49, -0.08, -0.41], [-0.72, 0.28, -0.06], [0.26, 0.24, 0.93], [-1.10, -1.42, -0.36], [-0.06, 1.26, 0.16], [0.58, -0.61, -2.15], [-0.76, 0.43, 1.65], [-1.62, 0.95, 1.46], [0.08, 0.33, 0.76], [-0.51, -0.63, 0.55], [1.23, 0.72, -0.65], [0.17, 0.13, -1.57], [0.33, -0.34, -0.16], [0.00, 0.01, 0.95], [0.37, 0.64, -0.69], [-0.19, 0.19, -0.28], [-0.19, 0.37, -0.05], [0.34, -1.06, 0.43], [-0.59, -0.61, 0.01], [0.23, 0.42, 0.00], [-0.02, -0.69, -0.06], [0.36, 0.12, -0.97], [0.35, -0.20, 0.31], [0.43, 0.48, -0.45], [0.41, -1.30, 0.20], [0.17, 0.39, -0.22], [0.33, -0.24, -0.37], [-0.67, 0.17, 0.40], [0.08, 0.32, 0.26], [1.29, 0.64, -3.87], [1.63, 1.32, 2.13], [-0.43, -1.72, 3.61], [-1.71, 1.74, 2.51], [-0.59, -1.98, -0.96], [1.59, 0.32, 0.65], [-7.86, 0.87, -0.52], [3.34, 0.96, 3.78], [-1.07, -1.61, -4.59], [0.34, -0.16, 0.10], [-0.76, -0.45, 1.38], [-0.47, -0.27, -0.29], [-0.10, -0.01, 0.04], [-0.19, -1.10, -0.79], [-0.94, -0.29, -1.66], [-1.67, 2.64, 0.62], [0.05, 0.07, 0.16], [-0.27, 0.13, -0.45], [1.41, 0.60, -0.50], [0.37, 0.11, 0.34], [0.96, -0.62, -1.05], [1.86, 2.16, -1.28], [0.28, -3.00, -1.15], [0.67, -0.43, 0.39], [0.41, 0.35, 0.31], [1.61, -0.12, 1.26], [0.13, -0.07, -0.12], [-4.05, -1.24, -2.67]], "lowdin_charge": [-0.151, -0.007, 0.234, -0.151, 0.038, -0.091, -0.026, -0.234, -0.167, 0.075, -0.018, -0.069, -0.025, 0.072, 0.115, 0.140, 0.104, 0.110, 0.113, 0.086, 0.083, 0.047, 0.148, 0.125, 0.154, 0.124, 0.101, -0.100, -0.229, -0.124, -0.282, -0.029, -0.091, -0.147, -0.143, -0.086, 0.091, 0.088, 0.091, 0.113, 0.119, 0.147, 0.137, 0.130, 0.119, 0.140, 0.145, 0.126, 0.118, 0.103, 0.115, 0.134, 0.171, 0.117, -0.078, -0.256, -0.155, -0.275, 0.027, -0.057, -0.108, -0.118, -0.116, 0.102, 0.092, 0.066, 0.115, 0.118, 0.157, 0.147, 0.127, 0.141, 0.075, 0.126, 0.115, 0.133, 0.121, 0.121, 0.121, 0.135, 0.126, -0.087, -0.329, -0.249, -0.260, 0.002, -0.035, -0.131, -0.146, -0.086, 0.071, 0.086, 0.075, -0.033, 0.100, 0.160, 0.161, 0.117, 0.122, 0.056, 0.158, 0.141, 0.124, 0.121, 0.104, 0.128, 0.134, 0.164, -0.115, -0.238, -0.165, -0.258, 0.053, -0.062, -0.128, -0.121, -0.101, 0.043, -0.051, 0.071, 0.093, 0.111, 0.137, 0.138, 0.122, 0.104, 0.098, 0.115, 0.137, 0.114, 0.111, 0.114, 0.131, 0.141, 0.141, 0.061, -0.168, -0.067, -0.212, 0.082, -0.081, -0.167, -0.053, -0.014, 0.081, 0.107, -0.188, -0.089, 0.152, 0.084, 0.065, 0.084, 0.102, 0.123, 0.128, 0.159, 0.183, 0.125, 0.118, -0.011, 0.108, -0.254, 0.234]}